Entry 1:
ORCA calculation (ωB97M-V with the def2-TZVPD basis set) on a cluster of 7 separate species, C47H102N5O6 in total at a distorted geometry.

Positions of all 160 atoms, in Å:
C (-5.51657, 5.33955, -5.00107)
C (-6.02549, 5.10960, -3.56530)
C (-4.84456, 4.80983, -2.61462)
C (-4.42058, 3.37396, -2.78750)
N (-3.36019, 2.83848, -1.82450)
C (-2.98191, 1.44759, -2.35367)
C (-1.84268, 1.64046, -3.36328)
C (-1.36223, 3.10416, -3.19310)
C (-2.07273, 3.58365, -1.93969)
C (-3.90589, 2.70187, -0.43879)
H (-4.65063, 5.99928, -4.99575)
H (-6.22816, 5.61847, -5.77509)
H (-5.15994, 4.38113, -5.39858)
H (-6.82773, 4.38131, -3.42891)
H (-6.55072, 6.00109, -3.21308)
H (-5.15595, 4.98433, -1.57960)
H (-4.04047, 5.52769, -2.78312)
H (-4.02326, 3.24376, -3.79595)
H (-5.23795, 2.65942, -2.69711)
H (-2.57353, 0.93057, -1.48720)
H (-3.83092, 0.92375, -2.78049)
H (-1.01695, 0.96333, -3.14834)
H (-2.09458, 1.41267, -4.39661)
H (-0.29220, 3.16433, -2.99376)
H (-1.50884, 3.69389, -4.09665)
H (-1.52720, 3.26375, -1.04679)
H (-2.35726, 4.62151, -1.76145)
H (-4.42965, 1.74950, -0.36963)
H (-4.48113, 3.53563, -0.05876)
H (-2.99335, 2.40810, 0.09296)
C (0.21377, -1.90312, 4.23165)
C (-1.22493, -1.41679, 4.16666)
C (-2.13163, -2.28285, 3.30303)
C (-3.54538, -1.69099, 3.13930)
N (-4.53218, -2.54848, 2.35805)
C (-4.01193, -2.99548, 1.00548)
C (-4.13569, -1.78319, 0.13559)
C (-5.22739, -0.89652, 0.73070)
C (-5.70098, -1.65257, 2.01660)
C (-4.98544, -3.70584, 3.21732)
H (0.56694, -1.87241, 3.19735)
H (0.30087, -2.92078, 4.61107)
H (0.79760, -1.21636, 4.84164)
H (-1.27876, -0.39768, 3.77723)
H (-1.61070, -1.38216, 5.18991)
H (-2.19170, -3.31178, 3.67170)
H (-1.79219, -2.40736, 2.27028)
H (-3.59750, -0.66102, 2.79302)
H (-4.06249, -1.64536, 4.10308)
H (-4.73103, -3.78795, 0.79443)
H (-3.03977, -3.43472, 1.20061)
H (-4.27920, -2.07223, -0.90888)
H (-3.17929, -1.27862, -0.01677)
H (-6.08828, -0.76628, 0.07872)
H (-4.82452, 0.06691, 1.03414)
H (-6.55640, -2.31669, 1.90958)
H (-5.90074, -0.92892, 2.80306)
H (-5.60874, -3.33676, 4.02712)
H (-4.18159, -4.33905, 3.57849)
H (-5.62125, -4.30063, 2.56193)
C (2.27263, 0.26971, -2.06260)
C (2.83230, 0.10657, -0.64865)
C (4.36865, 0.12562, -0.47582)
C (4.86332, 1.17057, 0.54731)
N (6.34448, 0.98271, 0.83861)
C (6.62343, -0.40274, 1.42539)
C (7.59101, -0.22400, 2.59178)
C (8.15379, 1.19690, 2.47868)
C (6.96941, 1.93404, 1.88018)
C (7.13756, 1.14232, -0.43108)
H (2.21421, 1.30731, -2.39160)
H (1.30781, -0.23344, -2.11522)
H (2.91718, -0.23323, -2.78874)
H (2.47140, -0.84811, -0.26592)
H (2.37198, 0.89663, -0.04660)
H (4.92025, 0.13461, -1.41765)
H (4.61305, -0.88333, -0.13347)
H (4.36160, 0.99460, 1.49863)
H (4.73667, 2.19941, 0.21486)
H (6.92877, -1.07638, 0.62677)
H (5.68234, -0.82410, 1.77813)
H (8.28610, -1.06040, 2.56882)
H (6.95093, -0.34310, 3.46682)
H (9.03523, 1.11599, 1.85010)
H (8.28885, 1.63357, 3.46508)
H (7.16202, 2.87800, 1.37134)
H (6.08170, 2.09610, 2.49586)
H (6.91552, 2.10735, -0.88042)
H (7.07843, 0.34632, -1.16857)
H (8.18374, 1.13631, -0.12549)
C (2.62858, 0.78247, 4.03851)
C (2.77288, 2.29178, 3.84033)
C (2.00962, 2.79547, 2.60714)
C (2.25505, 4.24373, 2.21367)
N (1.49629, 4.80671, 1.05958)
C (1.81761, 6.30894, 0.88999)
C (0.49358, 7.02415, 0.97684)
C (-0.50062, 5.98756, 0.53628)
C (-0.03668, 4.75256, 1.24092)
C (1.88158, 4.04099, -0.18630)
H (1.61234, 0.38756, 3.98167)
H (3.04929, 0.44830, 4.98651)
H (3.14769, 0.19416, 3.27197)
H (3.83400, 2.54208, 3.79854)
H (2.29726, 2.75929, 4.70376)
H (0.93848, 2.68580, 2.79268)
H (2.26501, 2.19615, 1.72793)
H (3.30869, 4.41847, 1.97807)
H (2.07494, 4.83033, 3.11991)
H (2.36122, 6.44574, -0.04908)
H (2.56777, 6.76173, 1.54183)
H (0.32231, 7.91370, 0.36866)
H (0.29062, 7.35998, 1.99660)
H (-0.40591, 5.80873, -0.54227)
H (-1.52401, 6.34255, 0.64426)
H (-0.37396, 3.79039, 0.85329)
H (-0.19419, 4.81941, 2.31767)
H (1.71731, 2.98629, 0.00765)
H (2.93395, 4.26880, -0.35683)
H (1.33184, 4.50665, -0.99969)
C (0.47219, -8.25361, -5.14805)
C (0.68590, -6.93974, -4.39683)
C (0.08143, -6.75951, -2.99703)
C (0.50838, -5.39211, -2.47221)
N (0.13975, -5.17437, -0.99815)
C (0.84813, -3.94520, -0.46927)
C (0.87848, -4.04908, 1.06542)
C (0.51368, -5.48482, 1.39462)
C (0.48190, -6.21928, 0.04862)
C (-1.34133, -4.94391, -0.89189)
H (0.67214, -9.07075, -4.45411)
H (1.19408, -8.30297, -5.95838)
H (-0.54941, -8.30755, -5.51883)
H (0.40999, -6.05364, -4.98106)
H (1.76478, -6.73301, -4.39784)
H (0.39710, -7.49890, -2.26058)
H (-1.00468, -6.76188, -3.10342)
H (0.19906, -4.48612, -2.99835)
H (1.59154, -5.29560, -2.34979)
H (0.34615, -3.04361, -0.82056)
H (1.86866, -3.90752, -0.84687)
H (0.38501, -3.17596, 1.49078)
H (1.88375, -3.87051, 1.46161)
H (-0.49387, -5.49365, 1.82084)
H (1.13555, -6.02556, 2.10284)
H (-0.20597, -7.05976, 0.02897)
H (1.47223, -6.55936, -0.26154)
H (-1.83866, -5.83755, -1.25702)
H (-1.55665, -4.05654, -1.48697)
H (-1.62187, -4.76309, 0.14279)
O (-0.51901, -0.75790, 0.36085)
C (-0.95767, 0.54520, 0.63515)
O (-2.03536, 0.65570, 1.24611)
O (-0.18708, 1.46574, 0.23818)
H (0.27968, -0.53243, -0.15007)
O (-2.20972, -1.55206, -2.49115)
C (-1.21191, -2.27456, -3.18556)
O (-0.04635, -2.08918, -2.70845)
O (-1.53464, -3.06767, -4.07970)
H (-1.45853, -1.30094, -1.88641)

The HOMO energy comes out at -13.480 eV. Its LUMO energy is -5.7 eV. The value obtained for the max |F| is 0.0576 hartree/bohr. As for the energy above the lowest of the compared OMol25 structures with the same formula, charge and spin: 0.0 kcal/mol. The energy is -70106.280 eV. Its total charge is +3.


Entry 2:
ORCA calculation (ωB97M-V with the def2-TZVPD basis set) on a cluster of 7 separate species, C47H103N5O7 in total at a distorted geometry.

Positions of all 162 atoms, in Å:
C (5.28373, -15.38894, 11.44023)
C (3.91674, -16.10645, 11.69477)
C (3.28902, -16.56022, 10.37802)
C (3.90047, -17.81248, 9.75523)
C (4.18236, -18.93962, 10.71094)
C (4.80875, -18.46587, 12.06210)
N (4.06250, -17.24817, 12.56157)
O (4.73645, -16.81398, 13.73290)
C (4.54227, -19.57834, 13.05529)
C (6.29983, -18.20630, 11.93369)
C (3.07233, -15.04580, 12.37862)
H (6.10154, -15.51035, 12.17989)
H (5.20399, -14.34900, 11.24537)
H (5.65776, -15.74027, 10.48544)
H (2.29516, -16.81005, 10.64454)
H (3.29360, -15.67076, 9.73229)
H (4.81005, -17.61826, 9.15638)
H (3.17758, -18.19760, 9.02605)
H (4.82833, -19.68830, 10.31788)
H (3.30132, -19.53057, 10.88507)
H (4.47360, -20.48408, 12.56662)
H (5.32017, -19.64161, 13.81536)
H (3.62624, -19.40217, 13.59643)
H (6.57592, -17.45862, 11.16280)
H (6.65245, -17.74274, 12.89104)
H (6.89410, -19.11240, 11.78164)
H (3.59648, -14.49908, 13.17197)
H (2.26602, -15.54933, 12.79965)
H (2.72090, -14.27358, 11.67057)
H (4.10326, -16.99032, 14.42966)
C (-5.52772, -17.51398, 10.14587)
C (-4.63610, -18.56803, 9.51686)
C (-5.27314, -19.20994, 8.30200)
C (-4.26032, -20.18319, 7.67830)
C (-3.02775, -19.44470, 7.19578)
C (-2.33591, -18.70283, 8.38482)
N (-3.39189, -17.94199, 9.10681)
O (-2.82697, -17.23011, 10.19848)
C (-1.61052, -19.71184, 9.30799)
C (-1.34784, -17.73386, 7.75462)
C (-4.49888, -19.67703, 10.69535)
H (-5.61305, -16.63426, 9.46951)
H (-5.18537, -17.24465, 11.14706)
H (-6.56126, -17.93076, 10.28662)
H (-6.24625, -19.64767, 8.59264)
H (-5.43734, -18.37044, 7.57077)
H (-4.72810, -20.68268, 6.83177)
H (-4.05494, -21.00197, 8.39221)
H (-3.18989, -18.69058, 6.40495)
H (-2.27209, -20.14173, 6.83625)
H (-0.70473, -20.07474, 8.83130)
H (-1.25003, -19.20164, 10.19569)
H (-2.15788, -20.60003, 9.57648)
H (-1.95440, -16.87190, 7.31356)
H (-0.60948, -17.37785, 8.43342)
H (-0.78619, -18.17282, 6.97384)
H (-4.06576, -19.28306, 11.58886)
H (-3.94453, -20.53409, 10.29960)
H (-5.51756, -19.96212, 10.91358)
H (-2.45294, -17.76927, 10.92181)
C (-0.55441, -23.75687, 8.93271)
C (0.91063, -23.79450, 8.55141)
C (1.45788, -22.38139, 8.26579)
C (1.64176, -21.53089, 9.52933)
C (2.66041, -22.27439, 10.39779)
C (2.09128, -23.59383, 10.86500)
N (1.86389, -24.31438, 9.55816)
O (1.53231, -25.69083, 9.82727)
C (3.24274, -24.40225, 11.51630)
C (0.91696, -23.45489, 11.86840)
C (0.91769, -24.62568, 7.26901)
H (-0.95623, -24.71533, 9.32901)
H (-1.20824, -23.50697, 8.07603)
H (-0.89899, -23.02682, 9.69523)
H (2.39446, -22.40787, 7.69171)
H (0.83283, -21.79423, 7.57716)
H (0.78203, -21.39681, 10.10075)
H (1.96666, -20.57726, 9.22967)
H (3.00219, -21.71926, 11.27274)
H (3.53100, -22.49006, 9.74669)
H (2.82733, -25.29006, 11.98598)
H (4.04810, -24.63933, 10.81177)
H (3.62416, -23.80212, 12.39349)
H (1.31565, -23.01363, 12.79396)
H (0.09005, -22.86111, 11.60076)
H (0.45039, -24.45099, 12.12938)
H (0.39887, -24.05240, 6.50940)
H (0.38481, -25.54095, 7.43962)
H (1.96444, -24.71013, 6.92817)
H (0.73559, -25.80803, 10.34156)
C (2.02368, -17.62391, 15.51929)
C (1.01212, -16.64707, 16.11314)
C (1.71515, -15.27295, 16.05005)
C (0.78568, -14.09437, 16.26371)
C (-0.46331, -14.24142, 15.48051)
C (-1.19942, -15.57644, 15.63964)
N (-0.22434, -16.60740, 15.31126)
O (-0.81210, -17.91793, 15.26087)
C (-1.87928, -15.71690, 17.04868)
C (-2.24219, -15.73722, 14.55072)
C (0.78707, -17.03140, 17.59715)
H (2.86992, -17.58373, 16.23777)
H (2.23871, -17.28869, 14.51941)
H (1.68290, -18.71404, 15.43363)
H (2.53936, -15.32604, 16.78088)
H (2.19263, -15.22876, 15.06610)
H (1.31771, -13.19555, 15.99674)
H (0.54882, -14.11774, 17.34568)
H (-0.27290, -14.08343, 14.37340)
H (-1.23903, -13.49274, 15.71440)
H (-1.23932, -15.33543, 17.87198)
H (-2.79291, -15.11169, 16.91234)
H (-2.27220, -16.75599, 17.31521)
H (-2.85570, -14.86232, 14.72598)
H (-1.79842, -15.59737, 13.52056)
H (-2.88350, -16.57831, 14.62865)
H (-0.05169, -17.73742, 17.67470)
H (0.68031, -16.19178, 18.30223)
H (1.71490, -17.54511, 17.96635)
H (-1.29637, -18.04424, 16.10340)
C (-3.43630, -23.01967, 12.42972)
C (-2.94858, -23.05296, 13.88264)
C (-2.59964, -24.45871, 14.17486)
C (-1.74190, -24.62111, 15.44785)
C (-0.53297, -23.65287, 15.49257)
C (-1.01835, -22.19379, 15.24930)
N (-1.78558, -22.17854, 13.95752)
O (-2.17065, -20.83054, 13.76133)
C (-1.73498, -21.64540, 16.44882)
C (0.19663, -21.29614, 15.00142)
C (-4.13643, -22.57223, 14.78305)
H (-2.59424, -23.23314, 11.76897)
H (-3.78728, -22.05617, 12.19369)
H (-4.19757, -23.72802, 12.22481)
H (-3.48487, -25.13801, 14.16466)
H (-2.01450, -24.90504, 13.36973)
H (-1.32060, -25.63990, 15.59507)
H (-2.47328, -24.49405, 16.30484)
H (0.13784, -23.97168, 14.65020)
H (0.03104, -23.83982, 16.45324)
H (-2.24888, -22.45820, 16.99633)
H (-1.05655, -21.14258, 17.09514)
H (-2.44139, -20.89364, 16.24136)
H (0.70147, -21.71841, 14.10527)
H (-0.12511, -20.25288, 14.87039)
H (0.86637, -21.31653, 15.87223)
H (-4.48698, -21.58412, 14.68577)
H (-3.99430, -22.80384, 15.78972)
H (-5.02409, -23.12181, 14.46557)
H (-1.87943, -20.63185, 12.86884)
C (-0.61707, -14.53163, 9.56044)
O (-0.23517, -15.35953, 10.60135)
H (-0.12712, -14.73024, 8.60622)
H (-1.66508, -14.42189, 9.43784)
H (-0.29602, -13.51876, 9.82000)
H (-1.02652, -15.92948, 10.68914)
C (0.40055, -18.36230, 12.14436)
O (-1.04083, -18.32982, 12.30118)
H (0.91008, -17.57611, 12.77819)
H (0.77895, -19.36825, 12.40016)
H (0.55027, -18.25627, 11.07547)
H (-1.25225, -18.14791, 13.24282)

The HOMO energy comes out at -8.421 eV. Its LUMO energy is 0.4 eV. As for the SMILES: CC1(C)CCCC(C)(C)N1O.CC1(C)CCCC(C)(C)N1O.CC1(C)CCCC(C)(C)N1O.CC1(C)CCCC(C)(C)N1O.CC1(C)CCCC(C)(C)N1O.CO.CO. The value obtained for the max |F| is 0.0533 hartree/bohr. As for the energy above the lowest of the compared OMol25 structures with the same formula, charge and spin: 17.0 kcal/mol. The energy is -72185.329 eV.